Entry 1:
22
Properties=species:S:1:pos:R:3:forces:R:3:nbo_charge:R:1 method="wB97M-V/def2-TZVPD" total_charge=+1 relative_energy_kcal_mol=0.0 gap_ha=0.225 homo_energy_ev=-12.3 spin_multiplicity=1 e_tot_ev=-25883.854
Sr -0.611 -2.979 -0.894 -0.29 1.65 1.00 1.89
Cl -1.167 -0.627 0.584 0.34 -1.51 -1.01 -0.88
C 0.578 -0.644 4.081 0.21 -0.09 -0.76 -0.09
C 2.037 -0.979 3.808 -0.01 0.60 1.64 -0.09
O 2.343 -1.359 2.491 -0.17 -0.16 -0.37 -0.72
O -0.279 -1.745 3.821 -0.03 -0.25 -0.03 -0.73
H 0.324 0.203 3.434 -0.25 0.06 0.16 0.16
H 0.462 -0.358 5.126 0.08 0.16 0.06 0.19
H 2.361 -1.717 4.545 0.01 -0.56 -0.59 0.19
H 2.612 -0.096 4.117 0.02 0.14 -0.26 0.17
H 2.235 -0.567 1.953 0.06 -0.07 -0.04 0.46
H -0.875 -1.516 3.106 -0.03 0.14 -0.05 0.48
C -0.818 1.233 -2.846 0.78 -0.22 -0.32 -0.07
C -0.812 1.705 -4.285 0.34 -0.72 -0.17 -0.09
O -1.067 0.571 -5.133 -0.04 0.27 0.22 -0.74
O -2.059 0.723 -2.437 -0.17 -0.17 -0.07 -0.73
H -0.387 1.986 -2.179 -0.46 0.31 0.00 0.18
H -0.035 0.451 -2.858 -0.17 -0.24 0.09 0.12
H 0.226 2.011 -4.446 -0.10 0.38 -0.18 0.17
H -1.492 2.506 -4.564 -0.07 0.18 0.48 0.19
H -1.621 0.885 -5.851 -0.01 -0.20 -0.10 0.48
H -1.954 0.313 -1.572 -0.05 0.31 0.26 0.48

Entry 2:
26
Properties=species:S:1:pos:R:3:forces:R:3:lowdin_charge:R:1 method="wB97M-V/def2-TZVPD" total_charge=-1 relative_energy_kcal_mol=166.2 gap_ha=0.235 homo_energy_ev=-5.9 spin_multiplicity=1 e_tot_ev=-27427.160
Hf -3.188 0.316 -3.215 7.08 -8.20 8.92 1.99
F -1.061 1.044 -3.633 -4.07 -0.11 -0.16 -0.62
F -2.429 -1.648 -4.039 -1.84 3.85 0.04 -0.58
F -3.485 1.134 -1.051 -0.20 0.03 -4.29 -0.61
F -4.405 -1.317 -2.143 0.88 3.14 -2.51 -0.60
F -1.589 -0.730 -1.567 -1.70 1.50 -2.05 -0.51
C 0.110 2.042 1.621 -0.94 0.09 -0.38 -0.26
C -0.674 1.998 2.929 0.00 -1.06 -0.18 -0.27
O -2.039 1.704 2.723 -0.11 0.27 0.31 -0.05
O -0.337 1.018 0.753 0.14 0.23 0.95 -0.05
H 1.170 1.920 1.859 0.21 0.46 -0.10 0.11
H -0.165 3.046 1.278 0.66 0.05 -0.83 0.11
H -0.620 2.975 3.416 0.62 -0.16 0.30 0.11
H -0.249 1.186 3.525 -0.23 0.19 0.39 0.11
H -2.466 2.556 2.605 -0.33 -0.21 -0.27 0.08
H 0.007 1.097 -0.142 -0.18 0.10 -0.05 0.08
C 1.593 -1.179 -0.207 0.35 -0.92 -0.80 -0.27
C 2.768 -1.901 -0.828 1.80 -1.22 0.06 -0.26
O 2.486 -2.932 -1.782 -1.04 0.62 -0.54 -0.07
O 0.756 -2.128 0.398 -0.11 -0.47 0.18 -0.03
H 1.063 -0.682 -1.025 -0.31 0.13 0.19 0.11
H 2.036 -0.455 0.479 -0.23 0.13 0.09 0.11
H 3.364 -2.490 -0.117 -0.20 0.75 0.95 0.11
H 3.482 -1.184 -1.254 -0.27 0.31 -0.17 0.11
H 3.295 -3.428 -1.908 0.04 0.00 0.01 0.07
H 0.578 -1.963 1.324 -0.03 0.50 -0.08 0.08

Entry 3:
19
Properties=species:S:1:pos:R:3:forces:R:3:nbo_charge:R:1 method="wB97M-V/def2-TZVPD" total_charge=+1 relative_energy_kcal_mol=28.4 smiles=CC[C@](N)(I)[NH2+]C gap_ha=0.359 homo_energy_ev=-13.4 spin_multiplicity=1 e_tot_ev=-15415.848
C -0.698 0.487 1.805 0.39 0.66 -0.42 -0.65
C -1.173 0.311 -1.542 0.93 1.60 -1.60 -0.42
C 0.118 -0.648 1.177 0.40 1.39 -0.19 -0.46
C 0.988 -0.241 -0.081 -0.70 -2.90 0.77 0.23
N 1.231 -1.434 -0.839 -0.71 2.97 -2.47 -0.86
N 0.172 0.704 -0.887 -2.03 4.05 1.66 -0.61
I 2.781 0.918 0.477 -0.41 -0.12 -0.04 0.12
H -0.163 1.253 2.414 0.08 -0.17 -1.23 0.25
H -1.430 0.874 1.066 0.40 0.34 0.70 0.18
H -1.291 0.086 2.576 -1.02 -0.94 0.82 0.26
H -1.681 1.149 -2.152 1.78 -0.96 0.59 0.26
H -0.883 -0.528 -2.142 -0.67 -0.51 -0.31 0.24
H -1.942 0.168 -0.836 -0.29 -0.98 1.30 0.24
H 0.819 -0.968 1.914 0.41 -0.70 0.46 0.25
H -0.585 -1.444 0.920 0.40 -0.05 -0.25 0.24
H 1.551 -2.299 -0.501 0.42 -0.73 1.13 0.42
H 1.526 -1.261 -1.820 0.05 -0.33 1.19 0.39
H 0.746 1.385 -1.380 0.43 -0.76 -1.43 0.46
H -0.085 1.487 -0.168 0.13 -1.86 -0.69 0.47